[1]
The following is a DFT calculation (wB97M-V/def2-TZVPD) of 2 unconnected molecules or ions with the total composition C2H2Cl2O2 at a distorted geometry.

Geometry (Å):
C  -1.087  0.055  -0.734
C  0.834  0.108  0.149
O  -1.880  0.117  0.185
O  0.506  0.115  1.390
Cl  1.501  1.637  -0.326
Cl  1.655  -1.385  -0.457
H  -1.130  -0.228  -1.755
H  -0.400  -0.419  1.547

Its orbital gap is 9.022 eV. The calculation puts the calculated total energy at -31243.5731 eV. The value obtained for the HOMO energy is -8.968 eV. As for the spin multiplicity: 1. The energy above the lowest of the compared OMol25 structures with the same formula, charge and spin comes out at 331.23 kJ/mol. Its LUMO energy is 0.053 eV.

---

[2]
The following is a DFT calculation (wB97M-V/def2-TZVPD) of a molecular structure, C20H44Cl4O2P2Sm at a distorted geometry.

Geometry (Å):
Sm  0.023  -0.143  -0.176
Cl  -0.025  0.399  -2.660
P  -2.468  -0.622  -0.444
C  -2.800  -1.478  -2.027
C  -3.267  -1.533  0.878
C  -3.103  1.089  -0.659
C  -1.798  -2.553  -2.477
H  -2.739  -0.657  -2.764
C  -4.205  -2.058  -2.032
H  -4.240  -3.029  -1.518
H  -4.502  -2.237  -3.077
H  -4.956  -1.401  -1.587
H  -0.930  -2.106  -2.978
H  -2.295  -3.219  -3.197
H  -1.440  -3.167  -1.642
H  -2.581  1.406  -1.582
C  -2.739  2.085  0.425
C  -4.600  1.096  -0.905
H  -4.853  0.758  -1.913
H  -4.967  2.129  -0.805
H  -5.140  0.486  -0.172
H  -1.861  1.772  1.013
H  -3.557  2.257  1.137
H  -2.479  3.056  -0.027
C  -2.637  -2.913  1.089
H  -4.262  -1.665  0.451
C  -3.413  -0.780  2.195
H  -2.812  -3.583  0.240
H  -3.087  -3.376  1.979
H  -1.552  -2.842  1.261
H  -2.469  -0.323  2.527
H  -3.726  -1.485  2.978
H  -4.177  0.005  2.133
Cl  0.097  -0.942  2.167
H  0.271  -1.793  -0.994
P  2.532  0.207  -0.350
C  2.798  1.788  -1.224
C  3.421  0.238  1.207
C  3.114  -1.107  -1.500
C  1.791  2.913  -0.976
H  2.687  1.499  -2.284
C  4.203  2.300  -0.975
H  4.275  2.824  -0.013
H  4.447  3.033  -1.760
H  4.969  1.521  -1.006
H  0.856  2.754  -1.533
H  2.227  3.864  -1.307
H  1.536  3.022  0.086
H  2.546  -0.866  -2.420
C  2.763  -2.552  -1.119
C  4.603  -0.973  -1.789
H  4.822  -0.117  -2.433
H  4.938  -1.876  -2.321
H  5.192  -0.897  -0.869
H  2.004  -2.617  -0.329
H  3.654  -3.105  -0.784
H  2.365  -3.069  -2.007
C  2.867  1.287  2.162
H  4.399  0.579  0.864
C  3.595  -1.111  1.899
H  3.171  2.308  1.903
H  3.197  1.079  3.184
H  1.768  1.266  2.176
H  2.635  -1.599  2.113
H  4.103  -0.944  2.861
H  4.219  -1.789  1.307
Cl  -2.251  2.016  3.623
C  -0.509  2.407  3.477
Cl  0.458  1.218  4.398
C  -0.014  2.742  1.962
O  0.249  3.929  1.855
O  0.066  1.866  1.059
H  -0.407  3.331  4.029

Its expectation value of S² is 8.767. Its orbital gap (alpha / beta) is 7.065 / 6.971 eV. The net charge is -1. The calculation puts the calculated total energy at -112122.9938 eV. The value obtained for the HOMO energy (alpha / beta) is -4.428 / -4.333 eV. As for the spin multiplicity: 6. The energy above the lowest of the compared OMol25 structures with the same formula, charge and spin comes out at 287.29 kJ/mol. Its LUMO energy (alpha / beta) is 2.637 / 2.638 eV.

---

[3]
The following is a DFT calculation (wB97M-V/def2-TZVPD) of 13 unconnected molecules or ions with the total composition C39H112N14O13 at a distorted geometry.

Geometry (Å):
C  -4.147  -0.584  4.067
C  -3.133  -0.427  5.138
O  -3.811  0.252  6.136
H  -4.372  0.373  3.596
H  -5.100  -1.010  4.383
H  -3.706  -1.066  3.194
H  -2.214  -0.024  4.712
H  -3.009  -1.471  5.425
H  -3.971  1.130  5.782
C  -0.431  -1.973  -3.868
C  -1.728  -2.250  -4.582
O  -1.446  -2.749  -5.849
H  -0.042  -2.894  -3.435
H  -0.725  -1.346  -3.026
H  0.433  -1.528  -4.361
H  -2.253  -1.295  -4.597
H  -2.452  -2.792  -3.972
H  -1.859  -2.037  -6.342
C  -0.533  -5.234  2.455
O  0.265  -5.831  3.169
N  -0.652  -3.957  2.430
N  -1.269  -5.756  1.535
H  -1.397  -3.630  1.831
H  -0.106  -3.422  3.090
H  -2.031  -5.232  1.130
H  -1.239  -6.759  1.650
C  1.255  -1.190  4.495
O  0.813  -1.112  3.369
N  0.500  -1.164  5.544
N  2.508  -1.270  4.818
H  0.942  -0.911  6.417
H  -0.501  -1.169  5.415
H  3.221  -1.459  4.128
H  2.827  -1.206  5.774
C  -4.407  -3.642  0.738
O  -3.222  -3.835  0.866
N  -5.001  -2.959  -0.116
N  -5.337  -4.029  1.527
H  -5.900  -2.643  0.218
H  -4.654  -2.822  -1.055
H  -4.969  -4.674  2.210
H  -6.240  -4.002  1.074
C  -0.372  3.243  -4.547
C  -0.290  2.101  -3.537
C  0.508  2.585  -2.294
O  1.873  2.803  -2.557
C  2.591  2.832  -1.346
N  -1.682  1.630  -3.359
H  0.615  3.555  -4.889
H  -0.921  4.122  -4.211
H  -0.793  2.971  -5.515
H  0.273  1.341  -4.079
H  0.310  1.751  -1.621
H  0.022  3.439  -1.823
H  2.265  3.725  -0.813
H  3.607  3.061  -1.666
H  2.557  1.978  -0.669
H  -1.638  0.929  -2.633
H  -2.244  2.413  -3.055
C  5.186  1.265  -6.101
C  3.745  1.213  -5.674
C  3.418  0.178  -4.661
O  4.043  0.626  -3.397
C  3.740  -0.177  -2.264
N  3.179  2.472  -5.239
H  5.827  1.127  -5.231
H  5.367  2.225  -6.585
H  5.238  0.468  -6.843
H  3.147  0.934  -6.542
H  3.856  -0.797  -4.875
H  2.345  0.144  -4.471
H  4.002  -1.186  -2.582
H  2.685  -0.238  -1.995
H  4.311  0.015  -1.356
H  2.445  2.314  -4.564
H  3.828  2.766  -4.522
C  1.821  -2.308  0.222
C  0.869  -1.131  -0.110
C  -0.600  -1.362  0.008
O  -1.243  -0.160  -0.529
C  -2.554  0.085  -0.054
N  1.139  0.090  0.658
H  2.828  -2.145  -0.162
H  1.422  -3.268  -0.105
H  1.910  -2.361  1.307
H  1.002  -0.911  -1.170
H  -0.920  -1.695  0.995
H  -0.939  -2.208  -0.590
H  -3.280  -0.706  -0.243
H  -3.057  0.965  -0.454
H  -2.486  0.253  1.021
H  0.929  -0.134  1.620
H  0.517  0.794  0.287
C  8.514  1.569  1.313
C  7.635  0.444  0.811
C  6.018  0.652  0.873
O  5.546  0.816  2.275
C  4.078  1.067  2.396
N  8.009  0.165  -0.607
H  8.067  1.733  2.294
H  8.475  2.512  0.768
H  9.583  1.354  1.321
H  7.851  -0.447  1.401
H  5.563  -0.294  0.579
H  5.689  1.499  0.271
H  3.850  2.079  2.059
H  3.716  1.042  3.424
H  3.475  0.385  1.796
H  8.969  -0.147  -0.576
H  7.527  -0.688  -0.853
C  -6.010  1.161  1.158
C  -5.947  1.712  -0.203
C  -6.161  0.770  -1.342
O  -6.017  1.534  -2.589
C  -5.990  0.679  -3.694
N  -7.070  2.667  -0.255
H  -5.337  0.307  1.236
H  -6.939  0.722  1.521
H  -5.567  1.779  1.939
H  -4.900  1.999  -0.290
H  -7.104  0.223  -1.379
H  -5.386  0.006  -1.278
H  -5.704  1.063  -4.673
H  -6.990  0.265  -3.823
H  -5.428  -0.256  -3.703
H  -7.140  2.977  -1.214
H  -7.849  2.027  -0.317
C  -0.923  2.079  3.280
C  0.352  2.703  3.894
C  0.407  4.247  4.009
O  -0.028  4.987  2.889
C  0.813  4.615  1.817
N  0.557  2.114  5.139
H  -0.785  1.017  3.079
H  -1.242  2.561  2.356
H  -1.761  2.192  3.968
H  1.183  2.429  3.244
H  1.391  4.629  4.280
H  -0.176  4.624  4.850
H  1.781  5.112  1.879
H  0.257  5.083  1.004
H  0.858  3.611  1.394
H  1.288  2.601  5.637
H  0.667  1.116  5.247
C  -4.147  4.781  -0.348
C  -4.775  4.905  -1.774
C  -5.072  6.273  -2.382
O  -6.235  6.746  -1.738
C  -6.062  7.422  -0.393
N  -3.836  4.139  -2.627
H  -3.287  5.451  -0.354
H  -3.797  3.752  -0.266
H  -4.757  5.023  0.523
H  -5.709  4.354  -1.668
H  -5.389  5.894  -3.353
H  -4.330  7.068  -2.457
H  -5.852  6.768  0.453
H  -7.016  7.871  -0.115
H  -5.357  8.253  -0.412
H  -3.597  4.476  -3.548
H  -3.931  3.143  -2.766
C  3.688  -5.591  0.493
C  4.270  -6.528  1.478
C  4.650  -7.936  1.078
O  5.034  -8.758  2.182
C  5.480  -10.140  1.815
N  5.268  -5.861  2.244
H  2.782  -6.018  0.065
H  4.351  -5.468  -0.363
H  3.547  -4.571  0.849
H  3.509  -6.693  2.242
H  5.388  -7.954  0.275
H  3.873  -8.457  0.519
H  6.513  -10.397  2.049
H  5.287  -10.443  0.786
H  4.803  -10.730  2.432
H  5.851  -5.280  1.660
H  5.882  -6.615  2.519

Its expectation value of S² is 0.755. Its orbital gap (alpha / beta) is 7.249 / 1.946 eV. The net charge is +1. The calculation puts the calculated total energy at -89720.1739 eV. The value obtained for the HOMO energy (alpha / beta) is -10.293 / -10.293 eV. As for the spin multiplicity: 2. The energy above the lowest of the compared OMol25 structures with the same formula, charge and spin comes out at 125.91 kJ/mol. Its LUMO energy (alpha / beta) is -3.044 / -8.348 eV.

---

[4]
The following is a DFT calculation (wB97M-V/def2-TZVPD) of a single C3H4N2O molecule at a distorted geometry.

Geometry (Å):
C  -0.429  0.448  0.593
C  0.511  -0.824  0.713
C  0.531  -0.155  -1.421
H  1.286  -0.660  1.557
H  -0.011  -1.757  0.967
H  0.677  -0.313  -2.590
H  -0.767  1.485  -1.206
N  0.989  -1.049  -0.649
N  -0.317  0.743  -0.777
O  -1.196  0.821  1.493

Its orbital gap is 10.477 eV. The calculation puts the calculated total energy at -8202.8409 eV. Its structure (SMILES) is O=C1CN=CN1. The value obtained for the HOMO energy is -9.661 eV. As for the spin multiplicity: 1. The energy above the lowest of the compared OMol25 structures with the same formula, charge and spin comes out at 100.79 kJ/mol. Its LUMO energy is 0.816 eV.

---

[5]
The following is a DFT calculation (wB97M-V/def2-TZVPD) of a molecular structure, C26H26Cl2CrN3O2.

Geometry (Å):
Cr  -1.714  2.370  -1.997
C  -5.006  2.434  -2.394
C  -3.666  2.397  -3.069
C  -2.992  3.580  -3.408
C  -1.708  3.547  -3.991
C  -0.997  4.814  -4.359
C  -1.101  2.298  -4.167
C  -1.793  1.073  -3.922
C  -1.143  -0.238  -4.237
C  -3.068  1.144  -3.381
H  -5.790  2.252  -3.131
H  -5.193  3.403  -1.935
H  -5.074  1.665  -1.627
H  -3.449  4.537  -3.190
H  -1.286  5.100  -5.372
H  0.084  4.686  -4.345
H  -1.268  5.635  -3.697
H  -0.087  2.254  -4.547
H  -1.311  -0.478  -5.289
H  -1.561  -1.045  -3.637
H  -0.066  -0.197  -4.080
H  -3.592  0.232  -3.126
Cl  -1.117  4.426  -0.775
C  -0.657  4.156  0.947
Cl  0.922  3.418  1.110
H  -1.419  3.518  1.379
H  -0.643  5.142  1.397
C  5.357  -6.217  5.533
O  3.982  -5.800  5.647
C  3.484  -4.922  4.814
C  2.116  -4.590  5.034
C  1.495  -3.692  4.232
C  2.215  -3.078  3.163
C  3.577  -3.418  2.957
C  4.211  -4.321  3.760
N  1.696  -2.172  2.295
N  0.461  -1.871  2.530
C  -0.150  -1.001  1.701
C  -1.486  -0.735  2.092
C  -2.329  0.118  1.429
C  -1.863  0.771  0.280
O  -2.560  1.598  -0.406
C  -0.503  0.519  -0.163
N  -0.162  1.222  -1.273
C  1.073  1.111  -1.736
C  2.013  0.277  -1.135
C  1.673  -0.450  -0.019
C  0.373  -0.337  0.515
H  5.504  -6.933  6.332
H  6.018  -5.363  5.668
H  5.523  -6.693  4.567
H  1.604  -5.075  5.854
H  0.460  -3.430  4.386
H  4.105  -2.940  2.143
H  5.248  -4.569  3.593
H  -1.828  -1.254  2.977
H  -3.340  0.294  1.769
H  1.330  1.709  -2.601
H  3.008  0.216  -1.553
H  2.388  -1.095  0.459

Its expectation value of S² is 3.865. Its orbital gap (alpha / beta) is 6.497 / 5.361 eV. The net charge is +2. The calculation puts the calculated total energy at -89401.1707 eV. The value obtained for the HOMO energy (alpha / beta) is -12.760 / -13.246 eV. As for the spin multiplicity: 4. The energy above the lowest of the compared OMol25 structures with the same formula, charge and spin comes out at 0.00 kJ/mol. Its LUMO energy (alpha / beta) is -6.263 / -7.885 eV.

---

[6]
The following is a DFT calculation (wB97M-V/def2-TZVPD) of 2 unconnected molecules or ions with the total composition C4H3Br2NO at a distorted geometry.

Geometry (Å):
C  -0.483  3.531  -0.073
C  0.373  -0.694  -0.105
C  -0.212  -1.166  0.986
C  -0.583  2.964  1.104
N  -0.152  4.096  -1.105
O  0.676  -0.256  -1.120
Br  0.805  1.943  1.914
Br  -2.154  3.271  2.023
H  -0.111  -2.295  1.181
H  -0.595  3.765  -1.970
H  -0.322  -0.508  1.846

Its orbital gap is 8.744 eV. The calculation puts the calculated total energy at -147815.9148 eV. Its structure (SMILES) is N=C=C(Br)Br.C=C=O. The value obtained for the HOMO energy is -8.867 eV. As for the spin multiplicity: 1. The energy above the lowest of the compared OMol25 structures with the same formula, charge and spin comes out at 144.32 kJ/mol. Its LUMO energy is -0.123 eV.